90
Properties=species:S:1:pos:R:3:forces:R:3:mulliken_charge:R:1 method="wB97M-V/def2-TZVPD" e_tot_ha=-2861.914003 lumo_energy_ev="-8.38 / -8.40" e_above_lowest_kcal_mol=18.27 total_charge=+2 gap_ev="5.68 / 5.67" e_homo_ev="-14.06 / -14.06"
Ir -1.001 -2.030 -2.294 -2.091 -0.226 0.096 1.251
C -2.408 2.432 -4.542 -0.034 0.037 -0.073 -1.943
C -1.588 2.250 -3.311 0.125 -0.149 0.230 0.292
C -0.905 3.261 -2.694 -0.026 -0.106 0.010 -0.628
C -0.091 3.001 -1.565 0.012 0.041 -0.058 -0.008
N -0.039 1.804 -1.035 0.032 -0.029 0.047 0.148
N -0.743 0.825 -1.601 -0.073 0.115 0.041 -0.001
B -0.579 -0.570 -0.885 0.365 0.142 -0.129 -0.763
N 0.916 -0.734 -0.561 0.396 -0.204 -0.050 1.142
N 1.327 -0.657 0.715 -0.065 0.043 -0.126 -0.820
C 2.615 -0.606 0.937 -0.116 -0.021 -0.069 0.173
C 3.543 -0.595 -0.137 -0.050 -0.023 -0.213 -0.462
C 3.134 -0.717 -1.435 -0.129 0.025 0.273 0.115
C 4.058 -0.747 -2.601 0.107 -0.011 -0.056 -1.857
C 1.733 -0.840 -1.628 -0.264 0.071 0.200 0.773
S 1.008 -1.112 -3.176 0.493 -0.079 0.054 -0.532
C 3.101 -0.553 2.369 0.010 -0.001 0.030 2.217
C 1.930 -0.571 3.344 0.006 -0.023 0.062 -1.550
C 3.906 0.740 2.561 -0.013 0.015 0.035 -1.530
C 3.999 -1.772 2.626 -0.011 0.009 0.024 -1.807
N -1.538 -0.686 0.327 -0.206 0.004 0.144 0.284
N -1.420 0.292 1.228 -0.036 0.031 -0.016 -0.292
C -2.197 0.261 2.286 0.035 -0.047 -0.069 0.000
C -3.107 -0.803 2.483 0.020 -0.041 -0.083 -0.416
C -3.262 -1.783 1.542 0.141 0.149 -0.035 0.225
C -4.247 -2.895 1.674 -0.051 -0.065 0.030 -1.884
C -2.433 -1.672 0.400 0.097 0.134 0.058 1.022
S -2.614 -2.796 -0.935 0.278 -0.342 0.112 -0.579
C -2.117 1.403 3.278 0.041 -0.004 0.011 2.222
C -1.696 0.844 4.645 -0.012 0.026 -0.009 -1.473
C -1.114 2.457 2.819 -0.016 -0.005 0.006 -1.416
C -3.511 2.039 3.385 -0.008 0.015 0.019 -1.813
C -1.432 0.965 -2.728 0.114 0.318 -0.206 0.839
S -2.130 -0.451 -3.460 0.358 -0.266 0.025 -0.405
C 0.753 4.092 -0.938 0.011 0.015 0.022 2.382
C 1.643 4.712 -2.024 0.023 0.014 0.034 -1.810
C 1.636 3.524 0.173 -0.006 0.043 -0.009 -1.796
C -0.188 5.162 -0.364 0.000 -0.023 0.001 -1.507
H -2.442 3.480 -4.829 -0.005 -0.007 -0.014 0.406
H -3.430 2.083 -4.388 -0.026 -0.002 -0.007 0.416
H -1.986 1.857 -5.369 -0.005 -0.002 -0.014 0.426
H -0.952 4.263 -3.095 -0.018 0.036 -0.018 0.466
H 4.597 -0.509 0.085 0.050 -0.012 -0.015 0.497
H 5.094 -0.706 -2.275 0.014 0.009 -0.011 0.432
H 3.866 0.100 -3.262 -0.002 0.014 -0.036 0.367
H 3.905 -1.654 -3.188 0.009 -0.011 -0.017 0.415
H 1.280 0.289 3.195 -0.052 0.068 -0.020 -0.147
H 2.316 -0.538 4.363 0.002 0.001 0.014 0.552
H 1.330 -1.474 3.236 -0.016 -0.031 -0.007 0.341
H 3.308 1.618 2.313 -0.020 0.020 0.000 0.166
H 4.811 0.757 1.955 0.033 0.007 -0.037 0.391
H 4.213 0.824 3.603 0.015 -0.005 0.018 0.490
H 3.444 -2.703 2.500 -0.017 -0.027 -0.009 0.389
H 4.372 -1.739 3.648 0.006 0.006 0.027 0.475
H 4.864 -1.794 1.964 0.040 -0.003 -0.029 0.352
H -3.705 -0.825 3.384 -0.040 -0.008 0.016 0.442
H -4.744 -2.848 2.640 -0.022 -0.011 0.017 0.419
H -3.757 -3.865 1.581 -0.004 -0.017 0.001 0.393
H -5.004 -2.834 0.892 -0.017 -0.013 -0.016 0.413
H -0.701 0.403 4.603 0.057 -0.028 -0.011 0.147
H -2.390 0.089 5.014 -0.028 -0.027 0.011 0.381
H -1.678 1.652 5.375 0.004 0.032 0.021 0.487
H -0.124 2.031 2.670 0.058 -0.037 0.014 -0.359
H -1.046 3.237 3.575 -0.005 0.031 0.021 0.533
H -1.424 2.915 1.880 -0.013 0.008 -0.048 0.349
H -4.242 1.360 3.823 -0.030 -0.019 -0.001 0.375
H -3.878 2.360 2.409 -0.005 0.018 -0.029 0.367
H -3.457 2.917 4.027 0.000 0.014 0.030 0.473
H 2.307 3.967 -2.465 0.020 -0.027 -0.020 0.380
H 2.263 5.490 -1.578 0.014 0.010 0.011 0.470
H 1.068 5.178 -2.823 -0.031 0.016 -0.025 0.380
H 2.357 2.808 -0.222 0.012 -0.045 -0.022 0.304
H 1.047 3.024 0.939 -0.034 -0.007 0.040 0.002
H 2.188 4.340 0.637 0.031 0.031 0.007 0.673
H -0.790 5.636 -1.140 -0.021 0.000 -0.024 0.363
H 0.400 5.942 0.117 0.021 0.023 0.001 0.485
H -0.860 4.738 0.382 -0.012 -0.010 0.032 0.212
C 0.254 -6.302 -2.390 -0.013 -0.007 -0.008 -1.598
C -0.764 -5.156 -2.278 -0.244 0.033 0.078 0.676
C -1.895 -5.332 -3.286 -0.007 -0.002 0.020 -1.408
C 0.025 -3.897 -2.524 0.728 0.641 -0.254 -1.363
H -0.267 -7.253 -2.281 -0.025 -0.024 0.012 0.429
H 1.018 -6.243 -1.617 0.025 0.011 0.024 0.409
H 0.745 -6.302 -3.363 0.007 0.002 -0.051 0.390
H -1.169 -5.156 -1.264 0.043 -0.028 -0.021 0.255
H -1.495 -5.444 -4.294 0.026 0.009 -0.048 0.360
H -2.581 -4.482 -3.295 -0.038 0.027 0.022 0.310
H -2.481 -6.221 -3.060 -0.003 -0.030 0.003 0.414
H 0.379 -3.833 -3.554 0.104 -0.068 0.009 0.674
H 0.871 -3.725 -1.848 -0.022 -0.136 -0.002 0.535